{
  "formula": "C7H25CaN9O9",
  "method": "ωB97M-V with the def2-TZVPD basis set",
  "molar_mass_g_mol": 419.41,
  "orbital_gap_ev": 3.2,
  "e_lumo_ha": -0.116,
  "e_above_lowest_kj_mol": 1420.4,
  "e_tot_ev": -57931.3178,
  "symbols": ["Ca", "C", "C", "O", "H", "H", "H", "H", "H", "N", "O", "O", "O", "C", "O", "H", "H", "H", "H", "C", "O", "N", "N", "H", "H", "H", "H", "C", "O", "N", "N", "H", "H", "H", "H", "C", "O", "N", "N", "H", "H", "H", "H", "C", "O", "N", "N", "H", "H", "H", "H"],
  "positions_angstrom": [[4.54, 11.71, -7.16], [10.79, 12.36, -6.31], [9.85, 12.58, -5.16], [8.51, 12.85, -5.36], [10.85, 13.24, -6.95], [10.79, 11.39, -6.79], [11.80, 12.39, -5.91], [10.22, 13.34, -4.47], [10.01, 11.60, -4.72], [0.71, 8.79, -9.85], [1.74, 9.40, -9.74], [0.69, 7.85, -10.57], [-0.31, 9.07, -9.24], [1.22, 16.32, -8.60], [2.46, 15.61, -8.66], [0.60, 15.95, -7.78], [1.45, 17.32, -8.24], [0.69, 16.28, -9.55], [2.71, 15.79, -9.57], [7.59, 12.75, -12.23], [6.91, 12.61, -11.19], [8.87, 12.56, -12.28], [7.17, 13.34, -13.30], [9.26, 13.20, -12.95], [9.34, 12.16, -11.48], [6.19, 13.57, -13.30], [7.83, 13.63, -14.01], [2.58, 7.03, -4.02], [3.28, 7.87, -4.49], [1.27, 7.17, -3.86], [3.11, 5.98, -3.50], [0.77, 6.32, -3.64], [0.79, 8.03, -4.09], [2.35, 5.36, -3.26], [4.09, 5.73, -3.47], [7.89, 6.56, -7.90], [7.44, 7.70, -7.89], [8.80, 6.16, -7.05], [7.32, 5.50, -8.41], [9.36, 5.42, -7.43], [9.31, 6.86, -6.52], [6.53, 5.55, -9.04], [7.79, 4.61, -8.37], [1.51, 13.64, -2.52], [1.78, 13.10, -3.53], [0.41, 13.42, -1.84], [2.14, 14.62, -2.03], [0.11, 13.97, -1.06], [-0.18, 12.63, -2.05], [1.91, 15.04, -1.15], [3.10, 14.63, -2.37]]
}